Entry 1:
ORCA calculation (ωB97M-V/def2-TZVPD) on a molecular structure, C29H43Br40O6PS in a non-equilibrium geometry.

CARTESIAN COORDINATES (ANGSTROEM)
H (1.61437, 7.99216, -0.54934)
Br (-0.23368, -6.97098, 0.63424)
H (-2.39270, 4.43764, 12.62584)
C (-2.00282, 3.28553, -0.29532)
Br (-3.16410, -6.96551, -5.12637)
H (-2.31206, 4.28372, -0.57366)
S (-3.61494, 0.56135, 2.84833)
Br (2.54945, -1.53092, -2.63496)
Br (-0.33907, 3.06555, 12.56085)
C (-4.50907, -3.54002, -0.46611)
H (-2.61040, 0.71779, 6.72176)
C (2.42546, 0.23969, -3.37894)
C (2.22024, -11.31529, -3.14901)
H (7.72880, 4.00073, 0.33993)
Br (0.07756, -4.73461, -1.62193)
Br (2.82763, -0.76857, -8.54849)
Br (0.09592, -4.55647, -11.99781)
C (-3.29925, 4.87678, 2.27155)
H (6.15831, 4.00302, -2.01293)
C (-1.81082, 1.39587, 6.46541)
Br (0.77704, -12.37607, -3.85429)
C (-2.70146, -8.45670, -3.99266)
H (6.26474, 5.26897, -0.78259)
C (1.56061, 7.12130, 0.08931)
H (6.30183, 2.55354, 3.81232)
Br (-0.64267, 0.45993, 5.24930)
H (-4.80507, -4.10073, 0.40910)
Br (-7.30207, -5.30629, 2.39555)
Br (-3.98623, -8.70687, -2.58382)
Br (-1.48472, 5.14414, 10.44057)
H (0.94524, -1.80831, -7.34172)
O (6.87526, 3.47882, 2.10481)
Br (-0.92263, 1.87728, 8.10380)
H (1.40259, 0.56421, -3.25464)
H (0.26986, -8.80399, 5.25283)
O (0.24323, 3.17040, 0.60820)
C (-2.43897, 5.98948, 1.69510)
Br (1.62372, -10.18190, -1.71480)
H (-3.70598, 0.17873, -0.49104)
H (-2.14319, 5.71962, 0.69262)
H (-1.74027, -5.11742, -0.00139)
H (-1.73811, 3.13403, 1.86434)
H (3.62296, 3.94201, -1.48907)
C (0.20385, -7.72878, 5.30918)
H (7.53885, 2.29061, 0.57346)
H (1.19764, -4.09656, 3.09475)
Br (0.69368, -7.05248, 3.57063)
Br (-0.14231, -1.37833, -9.51713)
H (5.40553, 2.04924, 2.40636)
H (7.05659, 1.49158, 2.61404)
H (3.82614, 5.34632, 0.58700)
C (-1.24385, 6.21079, 2.62009)
H (-4.37842, -3.83690, -4.94374)
H (-3.08540, 6.85321, 1.62992)
C (-8.12053, -3.60925, 2.80203)
H (-8.63997, -3.72058, 3.74112)
Br (-3.76160, -4.80267, -1.71554)
C (-2.52433, 3.00463, 1.13349)
Br (1.37695, -6.27911, -14.34914)
Br (-0.15413, -3.88338, 1.43617)
Br (-6.43281, -2.48176, -5.14892)
C (7.05426, 3.25283, 0.73152)
Br (3.08622, -5.63356, -11.74282)
C (5.70374, 4.40526, -1.11641)
Br (-3.17817, 2.56629, 11.21888)
Br (1.42756, -7.15603, 6.67890)
H (2.10167, 6.16411, -1.73592)
Br (3.41801, -3.60293, 4.05346)
C (3.67812, 5.76932, -0.40165)
P (-3.01406, 1.23916, 1.16397)
H (-0.90991, 0.81649, 1.13420)
H (4.24105, 5.32543, -2.38753)
H (5.56948, 2.34305, -0.54061)
C (-0.50872, 3.23600, -0.34563)
H (0.79562, 6.73699, 2.50617)
Br (1.11857, -1.63188, 3.06106)
O (-4.00244, 0.99191, -0.04712)
Br (3.09537, -10.30173, -4.52967)
H (-2.40988, 2.60140, -1.02508)
Br (-6.08328, -2.68069, -1.14882)
C (1.52614, -3.35768, 3.81190)
C (2.20130, 5.95484, -0.67758)
C (-0.66607, -5.17003, 0.09769)
C (1.32601, -5.96462, -12.45152)
H (-0.51535, 7.55119, -0.01891)
H (2.94888, -11.99703, -2.73884)
Br (1.76296, -3.76390, -8.60929)
O (-3.63421, 3.83729, 1.41474)
Br (-3.61102, -1.76119, -3.86098)
H (-0.15701, 5.83690, 0.20277)
H (4.92069, 3.44356, 0.64167)
C (4.27452, 4.80921, -1.43465)
Br (0.55243, -3.67832, 5.43215)
O (-3.66637, 4.89808, 3.43699)
H (4.22701, 6.70144, -0.47882)
H (2.17664, 7.35658, 0.94741)
Br (-2.61242, 2.90499, 5.58954)
Br (-1.61511, -7.28955, 5.75460)
C (-0.11462, 7.04063, 2.00854)
H (0.96169, -6.86832, -11.98837)
H (-0.87401, 5.24383, 2.93144)
H (-1.61259, 6.72533, 3.49318)
H (1.69841, 5.02222, -0.46186)
C (5.73424, 3.29886, -0.05857)
C (6.39361, 2.34148, 2.76066)
Br (-3.18942, -2.26896, 0.11086)
Br (-0.92411, -8.27342, -3.28612)
O (-1.67621, 0.50303, 0.64620)
C (0.10980, 6.83879, 0.50185)
C (1.29676, -1.91665, -8.35738)
Br (-6.79923, -2.23205, 3.03859)
H (-0.25670, 8.09617, 2.19688)
Br (0.22412, 3.25149, -2.16293)
Br (2.79806, 0.24431, -5.26823)
C (-4.53592, -2.79664, -5.19065)
Br (3.52920, 1.49261, -2.42396)
Br (-3.80504, -2.51011, -6.94706)
C (-1.91922, 3.88552, 11.82918)
Br (-9.43656, -3.12731, 1.48236)
H (-2.72490, -9.34217, -4.60909)

Cartesian forces (eV/Å) of the 6 atoms listed first:
-0.04 0.37 -0.11
-0.17 0.14 -0.75
-0.01 0.02 0.04
0.43 0.12 0.63
-0.02 0.01 0.01
-0.06 0.23 -0.31

Results
E_HOMO: -0.3309 Eh
Kohn-Sham gap: 8.706 eV
total charge: 0
largest force on an atom: 2.6 eV/A

Atom charges from the Mulliken analysis, given in e for atoms 1 to 5: 0.296, 0.002, 0.339, -1.409, -0.023

Entry 2:
ORCA calculation (ωB97M-V/def2-TZVPD) on a molecular structure, C29H43Cl2F5N3NiO4Si in a non-equilibrium geometry.

CARTESIAN COORDINATES (ANGSTROEM)
C (-1.12687, -0.95517, -3.00007)
H (0.00004, -3.53157, 3.10759)
C (-0.17057, 0.21424, -6.24547)
H (2.77394, -3.97738, -3.09897)
C (-1.29962, 0.08025, -0.06860)
H (-3.38293, 1.73853, 6.27586)
H (-0.59046, -3.83616, 0.26505)
C (3.02340, -0.55591, -4.18248)
H (-0.21731, -1.61622, -3.06517)
C (0.04662, 1.55288, -6.58497)
H (-0.01231, 6.00965, 0.42115)
C (-3.52222, 0.65109, 6.27054)
C (-1.42767, -4.34122, 0.77869)
C (0.73811, -0.44218, -5.40618)
O (3.32653, -0.03632, -2.93954)
H (-0.47428, -0.24253, 7.45725)
C (1.07158, -0.04023, 3.04679)
O (-3.25034, -2.26954, 0.87420)
C (2.43677, 0.04762, 3.32478)
N (-2.22006, 0.01118, 6.35319)
F (2.55335, 2.84162, 5.69690)
H (0.14617, 2.71894, -2.46240)
C (-2.08173, 3.36141, 0.80714)
C (2.06875, 1.90147, 4.85254)
H (1.22312, 4.13754, 0.74487)
H (-0.95192, -5.02420, 3.28822)
O (0.44046, 2.33824, 1.33693)
Ni (1.70701, 0.85252, -2.51399)
C (2.92933, 0.99765, 4.23099)
Cl (2.13353, 2.93693, -1.90713)
H (-2.90230, 4.07244, 0.95082)
F (-1.13073, 0.81518, 3.42261)
H (2.29003, -2.00297, -6.20875)
H (-1.11585, -5.35345, 1.06288)
F (-0.11477, 2.78329, 5.07624)
H (-1.50943, -3.50050, 4.06733)
C (0.33773, 3.50137, 0.94264)
H (1.27738, 3.29828, -6.26519)
N (-1.78990, -3.63615, 1.98604)
H (-1.84279, 0.49219, 8.36910)
H (3.66143, -4.46979, -5.78308)
H (-0.95920, 5.43797, -0.97890)
H (-0.67833, 2.07273, -7.23089)
H (2.91543, 2.06882, -4.76965)
H (-4.12951, 0.37767, 7.14552)
H (-2.00560, 2.68014, 1.66293)
H (-2.29641, -4.37204, 0.11125)
H (-1.27276, -0.50941, -3.99897)
C (-0.91114, 5.45924, 0.12078)
C (-1.02189, -3.93376, 3.18778)
H (-1.56552, 2.77944, -2.13016)
F (3.30982, -0.76019, 2.67262)
C (0.71056, 1.84499, 4.54688)
C (2.05187, 1.56956, -5.20755)
H (-2.87002, -2.18634, 2.89827)
H (-0.90517, -1.45005, 5.71902)
Si (-0.70705, 0.42341, -1.74349)
C (2.87026, -2.12578, -4.19156)
C (3.11875, -2.94084, -2.94482)
C (-0.80028, 2.12987, -2.57212)
O (-2.71119, -1.47053, 4.70498)
Cl (0.51772, -1.20839, 1.89608)
H (3.95438, -0.34198, -4.75015)
H (-0.96564, -0.98292, -0.00125)
H (1.99514, -4.76132, -5.10977)
H (-2.36493, 0.03967, 0.21283)
C (-1.31794, 0.45850, 7.40296)
C (2.61386, -4.11975, -5.76294)
H (0.56730, -1.49602, -5.16377)
H (-2.03030, -1.53668, -2.69623)
H (-0.94242, 1.46818, 7.17169)
C (-2.69318, -2.63475, 1.91011)
H (4.19886, -2.98048, -2.72559)
C (1.87674, 0.20585, -4.89227)
C (1.15026, 2.23528, -6.04613)
H (-2.27473, 2.76431, -0.09863)
H (2.59587, -2.54302, -2.05683)
H (-0.71278, 0.65702, 0.65509)
H (-4.03040, 0.33861, 5.35291)
H (-1.05254, -0.33217, -6.61864)
C (0.20711, 0.86394, 3.68204)
C (2.55977, -2.67359, -5.38166)
C (-1.92099, -1.02805, 5.54813)
N (-0.84523, 4.11797, 0.68640)
H (-1.81221, 5.95318, 0.50457)
F (4.25950, 1.08515, 4.44436)
H (-0.95562, 2.06181, -3.65628)
H (2.22857, -4.22821, -6.78727)

Cartesian forces (eV/Å) of the 6 atoms listed first:
-0.28 -0.44 0.25
-0.23 -0.14 0.08
0.17 0.11 0.14
0.14 0.33 0.02
-0.50 -0.89 0.92
-0.07 -0.16 -0.07

Results
E_HOMO (alpha / beta): -0.0965 / -0.1270 Eh
Kohn-Sham gap (alpha / beta): 4.527 / 5.358 eV
total charge: -1
⟨S²⟩: 2.0122
spin multiplicity: 3
ΔE to the lowest compared entry with this formula, charge and spin: 64.9 kcal/mol
largest force on an atom: 3.7 eV/A

Atom charges from the Mulliken analysis, given in e for atoms 1 to 5: -0.940, 0.283, -0.814, 0.412, 0.504

Q: Which value of largest force on an atom does entry 2 give?
A: 3.7 eV/A

Q: Number 1 is which compound?
A: C29H43Br40O6PS

Q: Which of these has the highest largest force on an atom?
A: C29H43Cl2F5N3NiO4Si

Q: Which of these has the lowest largest force on an atom?
A: C29H43Br40O6PS